Record 1
Here is a molecular structure, C11H16CdO8P in a non-equilibrium geometry from OMol25. Energies are from ωB97M-V with the def2-TZVPD basis set.

Last column: Löwdin charge in e.
CARTESIAN COORDINATES (ANGSTROEM)
1 O -1.539 3.048 -6.081  0.069
2 C -1.601 2.314 -5.216  -0.036
3 Cd -1.781 1.844 -2.207  1.158
4 C -1.800 1.285 -0.057  -0.241
5 O -2.129 1.392 1.047  0.097
6 C -1.244 -0.675 -2.493  -0.391
7 O -1.440 -1.803 -2.158  -0.053
8 C 0.612 1.556 -2.043  -0.190
9 O 1.731 1.675 -2.286  0.113
10 C -4.096 1.236 -2.697  -0.057
11 O -5.217 1.032 -2.667  0.118
12 H -0.850 -0.478 -3.566  0.027
13 C -2.028 -1.852 2.519  -0.064
14 C -1.844 -1.673 1.034  -0.238
15 O -0.443 -1.278 0.764  -0.264
16 P 0.197 -0.194 -0.242  0.662
17 O 0.942 0.810 0.761  -0.300
18 C 1.332 0.454 2.154  -0.227
19 C 0.914 1.593 3.023  -0.067
20 O 1.386 -1.032 -0.902  -0.273
21 C 2.741 -1.389 -0.366  -0.188
22 C 3.730 -0.261 -0.534  -0.079
23 H -1.285 -2.520 2.965  0.089
24 H -3.021 -2.275 2.705  0.090
25 H -2.014 -0.885 3.037  0.078
26 H -2.022 -2.598 0.469  0.125
27 H -2.527 -0.911 0.644  0.082
28 H 0.845 -0.482 2.454  0.112
29 H 2.417 0.305 2.155  0.116
30 H -0.165 1.744 2.980  0.070
31 H 1.181 1.392 4.061  0.091
32 H 1.394 2.523 2.714  0.088
33 H 2.617 -1.686 0.682  0.114
34 H 3.038 -2.268 -0.945  0.126
35 H 3.423 0.610 0.063  0.068
36 H 4.725 -0.572 -0.181  0.094
37 H 3.820 0.020 -1.592  0.081

charge	+1
LUMO energy (alpha / beta)	-5.155 / -5.142	eV
HOMO level (alpha / beta)	-10.26 / -10.36	eV
2S+1	1

=====

Record 2
Here is a molecular structure, C11H16Cl3NOReS in a non-equilibrium geometry from OMol25. Energies are from ωB97M-V with the def2-TZVPD basis set.

Last column: Mulliken spin population.
CARTESIAN COORDINATES (ANGSTROEM)
1 C -0.967 0.767 -0.938  -0.188
2 C -1.056 -0.517 -1.600  0.323
3 C 0.227 -1.168 -1.403  0.183
4 C -2.298 -1.221 -2.043  -0.068
5 C 1.079 -0.251 -0.683  -0.127
6 C 0.386 1.007 -0.490  0.072
7 C 1.058 2.336 -0.476  0.022
8 C -1.942 1.913 -1.171  0.003
9 C 0.533 -2.618 -1.671  -0.111
10 C 2.584 -0.350 -0.617  0.004
11 Re -0.861 -1.092 0.363  2.247
12 Cl -1.737 -2.756 1.243  0.202
13 Cl -2.082 0.260 1.775  0.192
14 Cl 0.770 -1.197 2.020  0.173
15 H -3.213 -0.539 -1.912  -0.001
16 H -2.507 -2.095 -1.432  0.028
17 H -2.246 -1.539 -3.066  0.013
18 H -0.315 -3.248 -1.354  0.020
19 H 1.404 -2.959 -1.102  0.005
20 H 0.693 -2.814 -2.726  0.013
21 H 2.897 -1.304 -0.201  -0.001
22 H 3.004 0.486 -0.029  -0.001
23 H 3.001 -0.268 -1.609  -0.004
24 H 1.985 2.321 0.147  0.000
25 H 0.414 3.120 -0.033  0.000
26 H 1.375 2.732 -1.451  0.001
27 H -2.954 1.605 -0.877  -0.005
28 H -1.950 2.173 -2.206  -0.001
29 H -1.630 2.793 -0.607  0.000
30 O 1.029 2.614 3.136  0.001
31 H 1.218 1.629 3.199  0.000
32 S 2.094 0.270 5.502  0.001
33 C 0.577 0.046 5.969  0.002
34 N -0.570 -0.137 6.344  -0.001

charge	-2
LUMO energy (alpha / beta)	4.149 / 4.130	eV
energy above the lowest of the compared OMol25 structures with the same formula, charge and spin	232.17	kJ/mol
HOMO level (alpha / beta)	0.89 / 0.85	eV
2S+1	4

=====

Record 3
Here is a molecular structure, C11H16FNOS6SiW from OMol25. Energies are from ωB97M-V with the def2-TZVPD basis set.

Last column: Mulliken spin population.
CARTESIAN COORDINATES (ANGSTROEM)
1 W 1.289 -0.108 -0.799  1.883
2 C 1.956 1.905 2.226  0.006
3 Si 0.285 1.085 2.170  -0.019
4 C -0.941 2.408 2.684  0.004
5 C 0.207 -0.417 3.275  0.006
6 N -0.071 0.577 0.491  0.018
7 C -1.370 0.694 -0.043  -0.017
8 C -2.562 0.565 0.671  -0.010
9 C -3.789 0.699 0.036  0.002
10 C -3.871 0.948 -1.326  -0.004
11 C -2.705 1.041 -2.077  0.009
12 C -1.520 0.902 -1.407  0.015
13 F -0.332 0.917 -2.132  -0.012
14 H 2.090 2.359 3.212  0.000
15 H 2.009 2.704 1.482  -0.002
16 H 2.784 1.224 2.045  0.001
17 H -1.103 3.116 1.868  -0.001
18 H -0.496 2.962 3.514  0.000
19 H -1.914 2.047 3.012  0.000
20 H 0.377 -0.150 4.321  0.000
21 H 0.983 -1.128 2.983  -0.003
22 H -0.757 -0.924 3.205  0.000
23 H -2.523 0.341 1.727  0.001
24 H -4.695 0.596 0.617  0.000
25 H -4.833 1.049 -1.809  0.000
26 H -2.710 1.202 -3.146  -0.001
27 S 2.699 1.618 -1.516  -0.071
28 S 4.522 1.341 -0.505  0.071
29 S 4.621 -0.687 -0.413  0.038
30 S 2.877 -1.165 0.618  0.047
31 C 1.406 -4.258 -3.884  0.002
32 O 0.563 -3.829 -2.802  0.008
33 C 0.814 -2.675 -2.234  0.032
34 S -0.154 -2.199 -0.930  -0.005
35 S 2.063 -1.639 -2.705  0.002
36 H 1.011 -5.222 -4.185  0.000
37 H 2.433 -4.353 -3.537  -0.002
38 H 1.355 -3.547 -4.707  0.002

LUMO energy (alpha / beta)	-0.767 / -0.963	eV
energy above the lowest of the compared OMol25 structures with the same formula, charge and spin	19.75	kJ/mol
HOMO level (alpha / beta)	-7.50 / -7.87	eV
2S+1	3

=====

Record 4
Here is a molecular structure, C11H16I2N3O8S3 in a non-equilibrium geometry from OMol25. Energies are from ωB97M-V with the def2-TZVPD basis set.

Last column: Löwdin charge in e.
CARTESIAN COORDINATES (ANGSTROEM)
1 C -1.035 -1.166 -4.047  -0.184
2 C 0.365 -0.899 -4.633  -0.867
3 I 1.807 -2.122 -3.617  0.926
4 C 0.714 0.590 -4.713  -0.880
5 I 2.223 0.969 -6.171  0.870
6 S 1.097 1.430 -3.146  0.377
7 O 2.384 1.014 -2.648  -0.393
8 O 1.128 2.822 -3.522  -0.360
9 N -0.161 1.095 -2.206  -0.315
10 S -0.063 1.642 -0.701  0.492
11 O -1.348 2.206 -0.357  -0.357
12 O 0.997 2.571 -0.410  -0.332
13 C 0.170 0.257 0.443  -0.277
14 C 0.579 -1.090 -0.183  -0.489
15 S 1.983 -1.866 0.694  0.948
16 C 3.324 -0.908 0.093  -0.714
17 N 3.925 -1.029 -1.017  0.053
18 N 4.883 -0.025 -1.038  0.070
19 C 4.776 0.606 0.051  -0.191
20 O 3.806 0.105 0.855  0.035
21 H -1.726 -0.357 -4.282  0.077
22 H -1.420 -2.047 -4.568  0.068
23 H -1.011 -1.410 -2.992  0.037
24 H 0.345 -1.263 -5.656  0.034
25 H -0.182 1.089 -5.076  0.059
26 H -0.760 0.165 0.998  0.065
27 H 0.923 0.584 1.155  0.077
28 H 0.854 -0.947 -1.227  -0.029
29 H -0.266 -1.772 -0.142  0.078
30 H 5.358 1.460 0.338  0.129
31 C -3.637 1.145 4.833  -0.011
32 C -2.663 -0.020 4.937  -0.317
33 C -1.541 -0.002 3.931  -0.097
34 O -1.221 -1.395 3.810  0.062
35 C -2.353 -2.090 4.087  -0.562
36 O -2.498 -3.251 3.891  0.163
37 O -3.301 -1.272 4.618  0.077
38 H -3.354 1.841 4.042  0.086
39 H -4.649 0.795 4.639  0.088
40 H -3.650 1.714 5.762  0.077
41 H -2.278 -0.102 5.956  0.153
42 H -0.676 0.565 4.269  0.145
43 H -1.850 0.367 2.951  0.129

charge	-1
LUMO energy	2.362	eV
HOMO level	-6.06	eV
2S+1	1